9
Properties=species:S:1:pos:R:3:forces:R:3 method="wB97M-V/def2-TZVPD" e_tot_ha=-283.35574 relative_energy_ev=5.454 e_homo_ha=-0.5539 charge=+1
C 0.7754 -0.6166 0.1519 1.073 -0.507 -4.431
C -0.1151 -0.0494 -0.9687 -2.261 -3.933 2.067
N -0.7239 0.4721 1.2049 -2.267 -3.329 -2.363
O 0.4059 -0.2286 1.2448 1.561 -0.187 2.320
O -1.0371 0.6755 -0.1400 -0.522 0.752 -0.076
H 1.7168 -1.1895 -0.0732 -1.063 0.382 1.105
H -0.6264 -0.8620 -1.7089 0.948 1.642 2.114
H 0.3826 0.6056 -1.5432 2.118 2.310 -2.258
H -0.7781 1.1930 1.8323 0.412 2.870 1.522